Record 1
DFT (wB97M-V/def2-TZVPD) results for C5H7NO in the gas phase.

Structure (XYZ):
```
14
Properties=species:S:1:pos:R:3:forces:R:3
O 0.821627 -2.383562 -0.170607 -0.3570 0.3186 0.5402
C 0.123534 -1.490106 0.218877 0.1593 -0.6265 0.6815
C -1.225309 -0.985561 0.432197 -0.2935 -0.1891 -0.1893
C -0.072870 -0.253754 1.141155 0.3210 -0.2246 -0.0807
C 0.603855 0.812226 0.317369 0.1023 -0.0555 0.0351
C 0.022633 1.388980 -0.927215 -0.1306 0.2939 -0.2025
N 0.821773 0.195140 -0.984990 0.1986 0.0734 -0.4250
H -1.694155 -1.714379 1.087709 -0.2550 0.2017 0.1147
H -1.910802 -0.504755 -0.259810 0.1696 -0.1115 -0.1012
H -0.085013 -0.163068 2.230491 0.1644 -0.2080 -0.3832
H 1.405995 1.373351 0.799235 -0.1190 -0.1937 -0.1662
H 0.468319 2.283604 -1.347602 -0.1265 0.1848 0.2235
H -1.031126 1.245332 -1.157852 0.1648 0.0966 0.0119
H 1.751539 0.196552 -1.378958 0.0014 0.4399 -0.0586
```
Positions in Å, forces in eV/Å.

Results
LUMO energy   0.98 eV
Molecular weight   97.12 Da
ΔE to the lowest compared entry with this formula, charge and spin   88.2 kcal per mole
Orbital gap   0.3460 Ha
SMILES string   O=C1C[C@@H]1[C@@H]1CN1
E_HOMO   -8.43 eV
Largest force on an atom   0.01827 Eh/bohr

Record 2
DFT (wB97M-V/def2-TZVPD) results for C5H7NO in the gas phase at a distorted geometry.

Structure (XYZ):
```
14
Properties=species:S:1:pos:R:3:forces:R:3
C -1.878959 0.403787 -0.449058 0.1233 0.0117 0.0379
C -0.595583 0.651728 -0.197254 -0.2183 -0.2297 -0.1080
O -0.112063 1.868992 0.179063 -0.1642 0.1423 0.0087
C 0.552149 -0.330225 -0.346869 -0.0134 0.0049 -0.0284
C 1.546281 -0.297375 0.825264 0.0619 0.0212 0.0865
C 0.050958 -1.694946 -0.560142 -0.3461 -0.9219 -0.1574
N -0.331846 -2.775651 -0.711341 0.3920 1.0498 0.1426
H -2.617231 1.200749 -0.397473 0.1007 -0.1195 0.0740
H -2.225355 -0.584380 -0.725337 0.1255 0.1248 0.0224
H -0.865552 2.460350 0.311494 0.1920 -0.0123 -0.0431
H 1.096316 -0.041873 -1.256529 -0.0748 -0.0392 0.0780
H 1.064747 -0.597224 1.759730 0.0205 0.0331 -0.1328
H 2.378200 -0.978852 0.627451 -0.1396 0.0899 0.0316
H 1.937939 0.714919 0.941002 -0.0594 -0.1549 -0.0120
```
Positions in Å, forces in eV/Å.

Results
LUMO energy   0.62 eV
Molecular weight   97.12 Da
ΔE to the lowest compared entry with this formula, charge and spin   23.2 kcal per mole
Orbital gap   0.3712 Ha
SMILES string   C=C(O)[C@@H](C)C#N
E_HOMO   -9.48 eV
Largest force on an atom   0.02197 Eh/bohr

Record 3
DFT (wB97M-V/def2-TZVPD) results for C5H7NO in the gas phase at a distorted geometry.

Structure (XYZ):
```
14
Properties=species:S:1:pos:R:3:forces:R:3
C -0.766547 -0.440413 2.277172 -2.4054 3.6567 -1.3939
C -0.289905 -0.614768 1.046052 -1.2822 0.4417 2.2301
C -0.382981 0.334045 -0.030270 2.8605 2.0089 -2.2594
C 1.272224 0.684728 -0.750276 -4.8599 -0.9369 0.7237
C 0.601877 0.044884 -1.919745 0.3642 0.6022 -2.0553
O 1.057471 -0.155271 -3.023005 -0.5039 -0.2468 0.2449
N -0.619985 -0.143096 -1.368638 -0.1100 -0.5874 0.8652
H -0.574514 -1.041011 3.079196 0.4817 -1.9315 1.7117
H -1.511199 0.414737 2.537679 1.6828 -1.1812 -0.5778
H 0.147642 -1.554237 0.945449 1.3558 -1.2773 -0.9477
H -0.961756 1.244257 0.068367 0.0787 0.1482 1.0330
H 1.911377 -0.006885 -0.373054 2.2395 -1.6775 1.5210
H 1.659596 1.645365 -0.871378 0.3133 1.5440 -0.0164
H -1.543301 -0.412335 -1.617550 -0.2148 -0.5630 -1.0792
```
Positions in Å, forces in eV/Å.

Results
LUMO energy   0.93 eV
Molecular weight   97.12 Da
ΔE to the lowest compared entry with this formula, charge and spin   57.1 kcal per mole
Orbital gap   0.3786 Ha
SMILES string   C=C[C@H]1CC(=O)N1
E_HOMO   -9.37 eV
Largest force on an atom   0.09727 Eh/bohr

Record 4
DFT (wB97M-V/def2-TZVPD) results for C5H7NO in the gas phase at a distorted geometry.

Structure (XYZ):
```
14
Properties=species:S:1:pos:R:3:forces:R:3
C -1.707628 0.719732 -0.242841 0.1664 0.0884 0.2671
C -0.303534 0.251500 0.055988 0.3432 0.0478 0.4079
C 0.910708 1.013700 0.144326 0.3750 0.1927 -0.5187
N 2.062648 0.322531 0.171923 0.0757 -0.1133 -0.5903
C 1.712298 -1.017464 0.027818 0.3740 -0.2659 -0.1492
O 2.469714 -1.964339 -0.012223 -0.3037 0.3696 0.1030
C 0.165990 -1.158520 -0.095891 0.0870 0.0058 0.2180
H -1.986371 0.455471 -1.278273 0.3860 0.0092 0.3102
H -1.820330 1.803450 -0.152908 0.0803 -0.1178 0.0900
H -2.448868 0.229308 0.396834 0.1728 0.0935 -0.0170
H 0.856145 2.105359 0.169283 0.3155 -0.1936 -0.0431
H 0.436860 0.651909 1.261364 -2.2851 -0.3569 -0.2000
H -0.269424 -1.838888 0.641034 0.2038 -0.0558 -0.0682
H -0.078213 -1.573750 -1.086440 0.0090 0.2964 0.1901
```
Positions in Å, forces in eV/Å.

Results
LUMO energy   0.18 eV
Molecular weight   97.12 Da
ΔE to the lowest compared entry with this formula, charge and spin   67.6 kcal per mole
Orbital gap   0.3282 Ha
E_HOMO   -8.75 eV
Largest force on an atom   0.04514 Eh/bohr

Record 5
DFT (wB97M-V/def2-TZVPD) results for C5H7NO in the gas phase.

Structure (XYZ):
```
14
Properties=species:S:1:pos:R:3:forces:R:3
C -2.059031 0.200666 -0.016262 -0.3735 0.0889 0.0367
C -0.736550 -0.550422 0.271484 0.1186 -0.2470 0.0021
C -1.148405 -1.860958 0.327052 0.1036 0.5105 -0.2138
O 1.788560 -1.089083 -0.935186 0.0548 0.1154 0.3463
C 1.629354 -0.102711 -0.227279 -0.0150 -0.1020 0.0117
N 2.590830 0.880632 -0.105499 0.1978 -0.1983 0.0545
C 0.355524 0.242521 0.405928 -0.1225 0.0344 -0.2233
H -2.039945 1.137103 0.543147 -0.0886 -0.1843 0.0601
H -2.993110 -0.324792 0.186678 0.0980 -0.0390 0.1103
H -1.995194 0.422494 -1.086461 -0.1556 -0.0211 0.2029
H -1.607092 -2.331385 -0.551606 0.2482 0.1975 -0.0651
H 3.488221 0.661923 -0.509967 -0.0395 -0.0424 0.0838
H 2.603703 1.440080 0.733667 -0.0397 -0.0374 -0.1559
H 0.188095 1.285089 0.661113 0.0132 -0.0752 -0.2502
```
Positions in Å, forces in eV/Å.

Results
LUMO energy (spin up / spin down)   -0.92 / -0.91 eV
Molecular weight   97.12 Da
ΔE to the lowest compared entry with this formula, charge and spin   99.3 kcal per mole
Orbital gap (spin up / spin down)   0.2731 / 0.2731 Ha
E_HOMO (spin up / spin down)   -8.35 / -8.35 eV
Largest force on an atom   0.01095 Eh/bohr

Record 6
DFT (wB97M-V/def2-TZVPD) results for C5H7NO in the gas phase.

Structure (XYZ):
```
14
Properties=species:S:1:pos:R:3:forces:R:3
C 0.349740 -1.172302 -0.822200 0.0858 -0.1059 -0.0613
C 0.909217 1.166530 -0.410875 -0.0209 -0.1706 0.3676
C -0.215296 0.137395 -0.234805 0.1114 -0.0727 -0.0107
N -1.434944 0.540721 -0.922866 -0.0233 0.0287 -0.1157
C -0.334270 -0.010768 1.267137 0.2232 0.1327 0.1113
C 0.642131 0.693813 1.805920 -0.2653 -0.1425 0.0166
O 1.373759 1.389391 0.795742 0.0250 0.0526 -0.3222
H 0.555679 -1.044085 -1.888265 -0.0756 -0.0087 0.1216
H 1.277654 -1.474535 -0.329281 -0.1000 0.0384 0.0009
H -0.388464 -1.971987 -0.680562 0.1226 0.1497 -0.0562
H -1.708931 -0.157299 -1.608469 0.0467 0.1534 0.1138
H -1.262042 1.405833 -1.427325 -0.1037 -0.0983 0.0375
H -1.047456 -0.634275 1.787504 0.0618 0.0818 -0.0632
H 0.999004 0.865688 2.811706 -0.0877 -0.0384 -0.1401
```
Positions in Å, forces in eV/Å.

Results
LUMO energy   0.53 eV
Molecular weight   97.12 Da
ΔE to the lowest compared entry with this formula, charge and spin   80.2 kcal per mole
Orbital gap   0.3444 Ha
E_HOMO   -8.84 eV
Largest force on an atom   0.00789 Eh/bohr

Record 7
DFT (wB97M-V/def2-TZVPD) results for C5H7NO2 in the gas phase at a distorted geometry.

Structure (XYZ):
```
15
Properties=species:S:1:pos:R:3:forces:R:3
C -0.647278 -0.407093 1.673240 0.0223 2.1581 0.1728
C 0.027804 -0.970469 0.347877 -1.8898 2.5882 3.5446
C 0.834900 -2.039731 -0.168296 -0.7741 1.3719 -0.4813
N 1.303726 -1.580379 -1.310060 0.5941 -3.0802 -0.2531
O 0.828411 -0.418034 -1.642764 -2.1601 1.4137 1.8832
C -0.103066 0.005363 -0.530686 3.0501 0.3580 -3.9234
C -0.557532 1.428793 -0.780755 2.4647 2.6809 0.1114
O 0.697045 2.132789 -1.426434 -2.2483 -0.4775 0.6944
H -1.398755 0.520557 1.410732 1.7494 -2.7832 0.5977
H -1.149550 -1.214090 2.069671 -1.9028 -1.4531 1.0943
H -0.083150 0.000835 2.618384 0.0071 -0.8204 -2.3119
H 0.830042 -3.097592 0.147556 0.7973 0.9631 -0.1922
H -0.811383 2.181863 0.174143 0.2533 -2.6397 -2.5224
H -1.293083 1.486645 -1.642342 0.7307 0.0444 1.3973
H 1.521869 1.970541 -0.940266 -0.6940 -0.3242 0.1886
```
Positions in Å, forces in eV/Å.

Results
LUMO energy   0.71 eV
Molecular weight   113.12 Da
ΔE to the lowest compared entry with this formula, charge and spin   112.1 kcal per mole
Orbital gap   0.3790 Ha
SMILES string   Cc1cnoc1CO
E_HOMO   -9.60 eV
Largest force on an atom   0.09689 Eh/bohr

Record 8
DFT (wB97M-V/def2-TZVPD) results for C5H7NO2 in the gas phase at a distorted geometry.

Structure (XYZ):
```
15
Properties=species:S:1:pos:R:3:forces:R:3
N -1.690352 -1.117646 -0.079017 0.5850 -0.5260 -0.1413
C -1.983776 0.216755 -0.034573 1.2586 1.0867 -0.5856
C -1.123529 1.298087 0.090388 -0.4746 -0.0256 -0.6388
C 0.371378 1.238353 0.075753 -0.3620 -0.5489 0.1228
O 1.036251 2.162055 -0.347137 0.0212 -0.3413 0.3402
C 1.070044 -0.109579 0.525755 -1.8220 1.5797 0.8756
C 2.326976 -0.514484 0.010717 1.5122 -1.9655 -0.0792
O 1.124659 -1.017196 -0.582044 -0.3464 -0.2406 0.1277
H -0.698894 -1.471972 -0.169060 -1.7910 0.7412 0.0086
H -2.415401 -1.703337 -0.493839 0.5962 0.2569 0.3968
H -3.028512 0.463432 -0.258462 0.3319 -0.2473 0.3314
H -1.555657 2.326054 -0.151829 0.6823 -1.5932 0.6167
H 0.791986 -0.506275 1.525226 -0.2392 0.0729 -0.8198
H 2.917338 0.101793 -0.624092 0.3013 0.5511 -0.3495
H 2.857492 -1.366045 0.512220 -0.2535 1.1999 -0.2054
```
Positions in Å, forces in eV/Å.

Results
LUMO energy   0.76 eV
Molecular weight   113.12 Da
ΔE to the lowest compared entry with this formula, charge and spin   53.3 kcal per mole
Orbital gap   0.3430 Ha
SMILES string   N/C=C\C(=O)[C@@H]1CO1
E_HOMO   -8.57 eV
Largest force on an atom   0.04989 Eh/bohr

Record 9
DFT (wB97M-V/def2-TZVPD) results for a molecular structure, C5H7NO2 at a distorted geometry.

Structure (XYZ):
```
15
Properties=species:S:1:pos:R:3:forces:R:3
C 2.000159 0.053920 0.861201 -1.0040 0.9365 0.8349
C 1.369860 0.437817 -0.281318 3.8717 -1.3194 -1.3408
C -0.753866 -0.747726 0.149415 -0.4357 1.6146 -1.5098
C -0.491582 0.958523 -0.312757 -2.6785 -0.9320 0.4389
C -0.533060 -1.687928 -0.764619 0.4086 0.4335 0.2289
O -1.645441 -0.767635 1.113710 0.3610 0.4100 0.4659
N -1.231462 1.656781 0.477511 0.3285 -0.7566 -0.1690
O 1.665067 0.417664 -1.456266 -1.4644 -0.0691 1.2198
H -1.949342 0.182061 1.214922 0.3841 -0.4770 0.2011
H -1.818068 2.338764 0.004108 0.5843 0.4778 -0.0806
H 2.991443 -0.376386 0.831861 0.1541 0.3740 -0.6994
H 1.782081 0.531277 1.802335 -0.7751 -0.4674 0.2260
H -0.507856 1.144600 -1.388054 0.2542 -0.1638 0.1530
H 0.259314 -1.557037 -1.485600 0.0026 -0.0869 -0.0170
H -1.137247 -2.584697 -0.766449 0.0085 0.0257 0.0482
```
Positions in Å, forces in eV/Å.

Results
LUMO energy (spin up / spin down)   -1.97 / -1.97 eV
Molecular weight   113.12 Da
ΔE to the lowest compared entry with this formula, charge and spin   138.0 kcal per mole
Orbital gap (spin up / spin down)   0.2345 / 0.2345 Ha
E_HOMO (spin up / spin down)   -8.35 / -8.35 eV
Largest force on an atom   0.08371 Eh/bohr

Record 10
DFT (wB97M-V/def2-TZVPD) results for C5H7NO2 in the gas phase at a distorted geometry.

Structure (XYZ):
```
15
Properties=species:S:1:pos:R:3:forces:R:3
C -2.647208 0.400898 0.049132 0.4986 -0.4022 1.5466
N -1.479076 -0.556648 0.065349 -1.8207 0.6192 -0.5417
C -0.185580 -0.167443 0.035908 -3.6670 1.1029 0.0813
C 0.814008 -0.993880 -0.020194 2.2287 -3.5863 -0.8397
C 2.145226 -0.538604 0.045227 1.5183 1.3056 0.3225
O 3.129542 -1.238190 0.174907 0.3651 -0.8318 -0.0924
C 2.579381 0.956924 -0.061094 -2.2238 1.9119 -0.5968
O 1.844707 1.948536 0.122475 2.5195 -2.5411 -0.3421
H -2.296928 1.402395 -0.250683 -0.1282 -0.5200 -0.0939
H -3.462589 0.051066 -0.631255 0.8044 0.2579 0.6273
H -3.033058 0.520903 1.133707 0.3154 -0.2910 -1.7955
H -1.725850 -1.537482 -0.058503 0.3667 0.4933 0.1545
H -0.071958 0.896615 0.076267 0.3505 0.3748 0.1777
H 0.743747 -2.119694 -0.215789 -0.2391 1.6926 0.6437
H 3.645638 0.974597 -0.465450 -0.8886 0.4142 0.7485
```
Positions in Å, forces in eV/Å.

Results
LUMO energy   0.06 eV
Molecular weight   113.12 Da
ΔE to the lowest compared entry with this formula, charge and spin   41.7 kcal per mole
Orbital gap   0.3227 Ha
SMILES string   CN/C=C/C(=O)C=O
E_HOMO   -8.72 eV
Largest force on an atom   0.08372 Eh/bohr